# 1
This record from the OMol25 dataset describes a cluster of 10 separate species, C35H73F10N9O11S in total at a distorted geometry. The level of theory is wB97M-V/def2-TZVPD.

The geometry in XYZ format:
```
139
Properties=species:S:1:pos:R:3:forces:R:3:lowdin_charge:R:1
C -11.030 -0.662 0.603 0.4820 0.3716 -0.2385 -0.024
C -9.775 0.212 0.523 0.0209 -0.7704 1.0878 -0.328
F -10.027 1.497 0.030 0.0199 -0.3322 -0.3588 -0.013
C -8.591 -0.459 -0.200 0.0900 0.3235 0.7724 -0.259
C -7.303 0.346 0.107 -0.1264 -0.1517 0.2716 -0.127
C -6.037 -0.255 -0.533 -0.2327 -0.3018 -0.5538 -0.038
C -4.730 0.502 -0.131 -3.0237 -0.6770 0.0586 -0.449
F -5.129 1.705 0.340 0.9325 0.5679 -0.1242 0.110
F -4.225 -0.198 0.908 1.0168 0.3335 0.0531 0.109
C -3.737 0.613 -1.306 0.4367 -0.4725 0.5141 -0.465
F -3.189 -0.590 -1.447 0.2327 -0.5649 0.2727 0.147
F -4.322 0.862 -2.457 -0.8751 0.8122 -0.1795 0.157
S -2.332 1.874 -1.110 1.9133 0.4275 -1.7512 0.823
F -2.186 1.915 -2.716 -0.0442 0.0598 0.4045 -0.161
F -1.252 0.679 -1.144 -0.2623 0.3583 0.6038 -0.167
F -2.355 1.841 0.470 -0.3559 -0.0107 -0.2960 -0.114
F -3.305 3.117 -1.214 -0.1974 -0.4696 0.6258 -0.112
F -1.097 2.901 -1.036 -0.6581 -0.3859 0.1868 -0.136
O -8.833 -0.705 -1.598 0.3628 0.9587 0.9041 0.024
C -8.654 0.371 -2.409 -0.0786 0.0594 0.8750 -0.363
O -8.591 0.195 -3.564 0.0431 -0.3374 -2.5927 0.121
H -11.857 -0.068 1.012 0.1309 -0.2016 -0.3248 0.090
H -11.254 -1.103 -0.378 -0.2040 0.1715 0.3136 0.087
H -10.831 -1.443 1.350 -0.1025 0.1347 -0.3657 0.059
H -9.436 0.356 1.566 -0.0573 0.0920 -0.3533 0.152
H -8.489 -1.452 0.270 -0.1109 0.2313 -0.3613 0.165
H -7.491 1.397 -0.146 0.3659 -0.2676 -0.0667 0.118
H -7.180 0.319 1.203 -0.1088 0.0404 -0.3583 0.138
H -6.173 -0.325 -1.621 0.2214 0.1255 0.2842 0.125
H -5.932 -1.288 -0.166 0.0886 0.3276 -0.1998 0.144
H -8.555 1.404 -2.037 -0.1793 -0.4940 0.8731 0.155
C 1.502 1.705 -0.168 0.4464 0.1213 0.1572 -0.060
N 2.833 1.146 -0.022 -0.1488 -0.1349 -0.0800 -0.184
C 3.879 1.953 0.583 0.1356 -0.2286 -0.0828 -0.037
C 3.132 -0.101 -0.430 0.0112 0.0558 -0.0201 -0.338
O 4.228 -0.627 -0.335 -0.1768 0.3376 -0.0805 -0.006
H 1.551 2.601 -0.789 -0.1324 0.0103 0.0308 0.095
H 1.115 1.968 0.819 -0.1584 0.0650 -0.0898 0.097
H 0.837 0.987 -0.633 0.1181 -0.0526 0.0066 0.056
H 4.700 2.075 -0.125 0.0410 0.0621 0.0934 0.099
H 4.260 1.446 1.472 0.0564 0.0839 -0.0019 0.076
H 3.486 2.929 0.859 -0.0647 -0.0496 -0.0432 0.091
H 2.270 -0.628 -0.873 -0.0254 0.0405 0.0159 0.134
C 7.271 0.226 1.949 -0.0755 0.3087 0.1066 -0.057
N 7.710 1.070 3.045 0.1220 -0.1811 -0.0729 -0.195
C 6.980 2.290 3.335 0.2433 -0.0571 0.1918 -0.040
C 8.779 0.758 3.807 0.0669 -0.0523 0.0333 -0.353
O 9.192 1.426 4.737 -0.1262 0.0617 -0.0660 0.006
H 7.305 0.796 1.017 -0.0844 -0.1210 -0.0688 0.092
H 6.247 -0.104 2.136 0.0223 -0.1287 -0.1770 0.078
H 7.912 -0.648 1.855 -0.0423 -0.0037 0.1027 0.075
H 7.651 3.146 3.248 -0.1115 0.0661 0.0484 0.094
H 6.599 2.253 4.357 -0.0329 0.1259 -0.0287 0.094
H 6.151 2.404 2.640 0.0520 -0.0724 -0.0299 0.066
H 9.263 -0.186 3.506 -0.0623 -0.0014 -0.0442 0.134
C -1.773 -0.580 4.018 -0.1069 0.0923 0.2723 -0.059
N -3.023 -0.598 4.751 0.0211 -0.0758 -0.1878 -0.200
C -3.071 -0.020 6.083 -0.2460 -0.0904 -0.0657 -0.040
C -4.149 -1.136 4.235 -0.0603 -0.0510 -0.0837 -0.362
O -5.226 -1.181 4.798 0.1037 0.0693 0.0568 0.011
H -1.013 -1.125 4.581 0.1000 0.0364 -0.1180 0.089
H -1.447 0.454 3.881 0.1223 -0.0552 -0.0792 0.088
H -1.894 -1.046 3.041 -0.0680 0.0046 0.0328 0.080
H -3.376 -0.784 6.800 0.0038 0.0999 0.0718 0.093
H -3.807 0.786 6.104 0.0318 -0.0061 0.1184 0.093
H -2.094 0.370 6.358 0.0040 -0.0373 -0.0827 0.086
H -4.006 -1.547 3.220 0.0749 0.0175 0.0156 0.122
C 5.111 -5.350 0.661 -0.0464 0.2826 0.0095 -0.054
N 5.648 -4.160 1.291 0.0661 -0.1563 0.1215 -0.186
C 5.008 -2.875 1.040 0.3528 -0.2234 0.2837 -0.053
C 6.718 -4.203 2.102 -0.1324 -0.0253 -0.0851 -0.349
O 7.215 -3.239 2.660 -0.1397 0.1307 -0.1155 -0.003
H 5.145 -5.232 -0.424 -0.0652 -0.1321 -0.0047 0.091
H 4.075 -5.491 0.976 0.0012 -0.1231 -0.0889 0.089
H 5.690 -6.228 0.942 0.0187 0.0533 0.0281 0.084
H 5.729 -2.194 0.596 -0.1358 0.0603 -0.0255 0.077
H 4.669 -2.452 1.988 -0.0289 0.0995 -0.0779 0.097
H 4.163 -2.996 0.371 0.0902 -0.0784 -0.0268 0.078
H 7.125 -5.220 2.227 -0.0704 -0.0254 -0.0263 0.118
C -12.067 -4.366 5.717 0.1865 -0.0519 -0.2300 -0.057
N -11.606 -3.555 4.608 -0.1295 0.0823 0.1226 -0.199
C -10.693 -4.137 3.639 -0.0477 0.2750 -0.0781 -0.040
C -11.996 -2.275 4.444 -0.0374 0.0407 0.0658 -0.338
O -11.642 -1.548 3.533 0.0627 -0.1492 0.0473 0.002
H -11.210 -4.693 6.309 -0.1018 -0.0651 0.0892 0.090
H -12.595 -5.241 5.333 -0.0231 -0.0352 0.1452 0.090
H -12.741 -3.796 6.355 0.0250 0.0398 -0.0569 0.083
H -9.768 -3.558 3.617 0.0277 -0.0857 -0.0726 0.093
H -11.146 -4.103 2.646 0.0997 -0.0578 -0.0244 0.092
H -10.472 -5.168 3.904 -0.0533 0.0370 0.0568 0.086
H -12.687 -1.929 5.231 0.0099 -0.0402 0.0056 0.134
C -1.482 2.912 -5.799 0.0068 0.2549 0.0273 -0.048
N -0.544 3.937 -6.212 0.1183 0.0071 -0.0587 -0.184
C -0.570 5.227 -5.547 0.1998 -0.0537 -0.1799 -0.041
C 0.355 3.729 -7.197 -0.0766 -0.1837 -0.3789 -0.342
O 1.170 4.558 -7.581 -0.0345 0.1688 0.3018 -0.013
H -2.502 3.279 -5.940 -0.0515 -0.1312 0.0872 0.093
H -1.322 2.684 -4.745 -0.1194 -0.0889 -0.0242 0.068
H -1.345 2.006 -6.385 0.0924 0.0817 -0.0485 0.078
H -0.767 6.011 -6.279 0.0219 0.0758 0.1032 0.092
H 0.403 5.420 -5.088 -0.0535 0.1158 0.0346 0.084
H -1.343 5.239 -4.781 0.0037 -0.0748 -0.0357 0.084
H 0.296 2.723 -7.634 -0.0478 0.2765 0.0583 0.108
C 2.364 -0.634 -4.347 0.0991 0.2359 -0.1336 -0.047
N 2.049 0.257 -5.445 -0.1800 -0.1806 0.0025 -0.186
C 2.895 1.413 -5.697 -0.0407 -0.0091 -0.0796 -0.029
C 0.993 0.070 -6.253 0.0580 -0.0478 0.0473 -0.333
O 0.710 0.807 -7.183 -0.0245 -0.4380 0.0831 -0.019
H 2.349 -0.074 -3.409 0.0625 -0.1133 0.0534 0.075
H 3.360 -1.057 -4.497 -0.0184 -0.0568 0.1521 0.095
H 1.639 -1.445 -4.290 -0.0218 0.0415 -0.0622 0.085
H 2.293 2.319 -5.623 0.1497 0.0617 -0.0147 0.080
H 3.301 1.347 -6.708 0.0239 0.1246 0.0304 0.105
H 3.709 1.456 -4.978 -0.0684 0.0030 0.0258 0.086
H 0.392 -0.819 -5.998 0.0277 0.0076 0.0020 0.137
C 9.494 -5.041 3.556 0.2277 0.0317 0.5324 -0.064
N 10.038 -5.839 4.641 -0.0437 -0.2284 -0.2700 -0.197
C 10.516 -5.169 5.838 0.0268 -0.2482 0.0175 -0.041
C 10.116 -7.184 4.576 0.0343 -0.0052 0.0247 -0.364
O 10.560 -7.904 5.451 -0.0178 0.1071 0.0121 0.006
H 10.261 -4.349 3.202 -0.1433 0.0742 -0.1308 0.098
H 8.638 -4.476 3.920 0.0447 0.1257 -0.1853 0.070
H 9.179 -5.675 2.730 0.1167 -0.0956 0.0660 0.072
H 11.572 -5.400 5.988 -0.0248 0.0598 0.1053 0.092
H 9.958 -5.528 6.704 0.0863 0.0712 0.0565 0.092
H 10.388 -4.093 5.741 -0.0376 -0.0427 -0.0775 0.087
H 9.727 -7.593 3.627 -0.0081 0.0542 -0.0169 0.129
C 3.390 6.840 -6.552 0.1513 0.0482 0.1299 -0.056
N 3.959 6.088 -5.448 -0.0457 -0.0455 -0.0958 -0.193
C 4.403 6.796 -4.262 0.0350 -0.2826 0.0062 -0.045
C 4.087 4.749 -5.492 -0.0389 -0.1655 -0.2036 -0.355
O 4.554 4.057 -4.600 -0.0287 0.1552 0.1200 -0.009
H 4.127 7.558 -6.920 -0.0839 0.0554 -0.0484 0.087
H 2.504 7.378 -6.206 -0.0270 0.0299 -0.1479 0.088
H 3.103 6.174 -7.363 -0.0611 -0.0393 0.1216 0.071
H 5.466 6.609 -4.102 -0.0264 0.0656 0.1121 0.091
H 3.854 6.431 -3.392 0.0836 0.0800 0.0644 0.088
H 4.234 7.865 -4.378 -0.0292 -0.0441 -0.0766 0.085
H 3.721 4.312 -6.436 -0.0405 0.0919 0.0007 0.127
```
Forces are in eV/Å.

Summary:
E_LUMO	-0.34	eV
frontier orbital gap	8.619	eV
structure (SMILES)	C[C@H](F)[C@H](CCC(F)(F)C(F)(F)S(F)(F)(F)(F)F)OC=O.CN(C)C=O.CN(C)C=O.CN(C)C=O.CN(C)C=O.CN(C)C=O.CN(C)C=O.CN(C)C=O.CN(C)C=O.CN(C)C=O
charge	0

# 2
This record from the OMol25 dataset describes a structure of composition C35H78ClF3N5NbO5P at a distorted geometry. The level of theory is wB97M-V/def2-TZVPD.

The geometry in XYZ format:
```
129
Properties=species:S:1:pos:R:3:forces:R:3:lowdin_charge:R:1
C 1.236 3.079 0.031 0.3248 -0.8836 -0.1542 -0.094
C 1.229 1.812 0.485 -2.5901 -0.3212 1.4705 -0.331
Nb 0.182 0.157 -0.567 0.9279 1.7966 -0.4805 1.203
C 1.237 0.485 -2.523 -0.5695 -0.4699 0.6417 -0.402
C 0.869 1.792 -3.233 0.1370 -0.4908 -0.7659 -0.321
C -0.206 1.628 -4.330 0.8995 0.5026 0.5118 -0.209
C 0.004 2.629 -5.472 -0.9713 -0.0467 0.1867 -0.216
C 0.156 4.081 -4.986 0.5957 -0.5544 -0.4659 -0.196
C 1.609 4.559 -4.749 -0.9237 0.5872 0.6453 -0.196
C 1.752 5.206 -3.363 0.5158 0.1145 -0.5086 -0.221
C 2.923 6.204 -3.315 -0.6249 -0.4225 0.2721 -0.204
C 3.464 6.429 -1.900 0.5355 0.5672 -0.3322 -0.207
C 4.765 5.676 -1.605 -0.5059 -0.6450 0.1749 -0.189
C 4.714 4.193 -2.031 0.2467 0.0825 -0.0317 -0.179
C 5.801 3.813 -3.040 -0.6620 -0.4405 0.1148 -0.128
N 5.373 2.696 -3.879 0.4324 0.9439 0.5327 -0.121
C 4.760 1.561 -3.442 0.0023 0.1217 -0.0628 -0.099
C 4.500 0.794 -4.540 -0.3588 -0.7824 0.3139 -0.102
C 4.981 1.475 -5.665 -0.0509 -0.0927 -0.5722 -0.112
C 5.513 2.653 -5.227 0.0178 -0.1165 -0.3939 -0.120
P 2.083 -1.547 0.024 -0.0777 -0.0660 0.8325 0.290
O 2.564 -2.202 -1.427 0.7259 -0.0495 -0.4172 -0.531
Cl 3.818 -0.573 0.682 -0.0606 -0.2096 -0.3787 0.037
C -0.840 -0.343 1.499 0.8214 -0.7681 -0.5405 -0.702
F -1.644 0.598 2.046 -0.4794 -0.0132 0.1507 -0.007
F -1.542 -1.533 1.530 -0.4216 0.1482 0.4247 -0.063
F 0.139 -0.541 2.463 0.0427 0.0464 0.2791 -0.069
H 2.175 3.511 -0.308 0.0965 0.7640 0.7224 0.041
H 0.308 3.632 0.001 -0.1855 0.0542 -1.2152 0.053
H 1.762 1.521 1.391 1.3938 -0.6355 -0.8985 0.021
H -0.886 -1.167 -1.243 -0.3816 0.1494 0.4274 -0.094
H -1.126 1.381 -0.935 0.2639 0.3680 -0.1113 -0.084
H 1.099 -0.390 -3.160 0.0526 0.0491 -0.3762 0.020
H 2.302 0.498 -2.281 0.1191 -0.0889 0.1805 0.007
H 1.765 2.119 -3.762 0.2351 0.1535 0.0592 0.074
H 0.597 2.578 -2.532 -0.0664 0.0636 0.0417 0.052
H -0.093 0.612 -4.693 -0.3634 -0.2053 -0.2291 0.096
H -1.192 1.774 -3.894 -0.2193 -0.2079 -0.0046 0.102
H -0.906 2.595 -6.077 0.0050 -0.0627 -0.2262 0.095
H 0.810 2.305 -6.129 0.3088 0.1422 0.0500 0.107
H -0.416 4.177 -4.067 -0.1453 0.1016 0.1217 0.103
H -0.298 4.733 -5.731 -0.1176 0.1572 0.0358 0.098
H 1.830 5.343 -5.473 0.2557 -0.1228 -0.2831 0.104
H 2.321 3.747 -4.842 0.2153 -0.0477 -0.2235 0.093
H 0.839 5.745 -3.124 -0.2037 0.0021 0.1768 0.114
H 1.889 4.427 -2.620 -0.1835 -0.0667 0.1953 0.071
H 3.693 5.841 -3.996 0.2831 0.0885 0.0430 0.107
H 2.545 7.141 -3.720 0.1401 0.1521 -0.1592 0.106
H 3.682 7.493 -1.791 0.0253 0.1261 0.1532 0.099
H 2.712 6.216 -1.143 -0.1970 -0.2527 -0.0108 0.103
H 4.930 5.711 -0.532 0.3250 0.2355 0.1172 0.100
H 5.591 6.166 -2.116 0.1388 0.1385 0.0508 0.103
H 3.755 3.972 -2.484 -0.1002 -0.0820 -0.1240 0.083
H 4.799 3.531 -1.174 -0.0692 -0.0309 0.2190 0.109
H 5.982 4.664 -3.685 0.2115 0.0449 -0.2425 0.111
H 6.714 3.533 -2.520 0.2769 0.1556 0.0090 0.124
H 4.532 1.397 -2.408 -0.0161 -0.0238 0.2285 0.113
H 4.001 -0.156 -4.508 -0.0681 -0.1337 -0.0471 0.096
H 4.921 1.145 -6.685 0.0251 -0.0148 -0.1654 0.085
H 5.973 3.433 -5.801 0.1109 0.2988 0.1224 0.107
H 1.813 -2.593 -1.887 -0.1001 0.0977 0.0294 0.016
C -3.517 -3.663 6.200 0.1214 0.0659 0.1664 -0.078
C -3.153 -3.005 4.870 -0.1956 -0.3300 0.0095 -0.428
C -4.238 -2.084 4.307 0.1265 0.3201 -0.0751 -0.197
O -5.367 -2.750 3.761 -0.0448 0.0290 0.0701 -0.183
C -6.288 -3.255 4.700 -0.0315 -0.0840 -0.2543 -0.123
N -2.789 -4.052 3.912 -0.0004 0.1212 -0.1497 0.046
H -4.190 -4.509 6.071 -0.0328 0.0154 -0.0593 0.057
H -2.619 -4.047 6.684 0.0172 -0.0095 -0.0449 0.072
H -3.987 -2.950 6.881 -0.0145 -0.0050 -0.0065 0.074
H -2.269 -2.386 5.044 -0.0226 0.0777 -0.1035 0.138
H -3.803 -1.523 3.477 -0.0355 -0.0574 -0.0584 0.120
H -4.560 -1.344 5.054 -0.0523 -0.1018 0.0792 0.121
H -6.394 -2.591 5.564 0.0436 -0.0477 0.0606 0.093
H -6.000 -4.257 5.031 -0.0339 0.0450 0.1944 0.062
H -7.258 -3.338 4.207 0.0108 0.0761 -0.0256 0.082
H -2.435 -3.613 3.064 0.1676 0.0008 0.0749 0.067
H -3.653 -4.497 3.612 0.0154 -0.0772 0.0415 0.064
C 1.377 6.340 5.741 0.0714 -0.0622 0.1544 -0.078
C 0.455 5.451 4.910 0.0104 0.2302 -0.0846 -0.430
C 1.071 4.939 3.602 -0.0434 -0.1688 -0.1449 -0.202
O 1.175 5.909 2.569 0.0898 -0.0053 0.1923 -0.194
C 2.239 6.825 2.720 -0.1134 0.0641 -0.2474 -0.113
N -0.807 6.164 4.683 -0.0178 -0.1290 -0.0863 0.036
H 1.422 7.359 5.360 -0.0102 -0.0070 -0.0737 0.060
H 1.009 6.404 6.766 -0.0450 -0.0049 -0.0186 0.072
H 2.393 5.940 5.773 0.0019 0.0066 -0.0169 0.076
H 0.235 4.567 5.514 -0.0265 -0.0629 -0.0760 0.136
H 0.423 4.163 3.189 -0.0346 0.0205 0.0145 0.122
H 2.049 4.469 3.779 0.0354 0.0997 0.0560 0.123
H 3.127 6.346 3.146 -0.0037 0.0100 0.0552 0.091
H 1.949 7.681 3.334 0.1094 -0.0131 0.0892 0.072
H 2.489 7.204 1.728 0.0015 -0.0638 -0.0242 0.080
H -1.471 5.530 4.247 -0.0331 -0.0156 0.0840 0.073
H -0.636 6.872 3.973 0.0092 0.0484 0.0475 0.067
C -9.559 -8.218 3.604 0.0316 -0.1716 0.0345 -0.075
C -8.525 -7.135 3.897 -0.2461 0.0812 -0.1532 -0.429
C -8.818 -6.305 5.155 0.1977 -0.0355 0.1043 -0.207
O -9.861 -5.358 5.029 -0.0109 -0.0356 -0.0092 -0.188
C -11.172 -5.883 5.090 -0.0064 0.1807 -0.0396 -0.112
N -8.368 -6.298 2.704 0.0745 0.1081 0.1887 0.048
H -10.456 -7.815 3.135 -0.0054 0.0737 0.0288 0.062
H -9.144 -8.950 2.911 0.0229 0.0380 -0.0246 0.074
H -9.853 -8.746 4.514 -0.0101 0.0134 0.0016 0.076
H -7.572 -7.641 4.075 0.0415 0.0692 0.0597 0.136
H -7.925 -5.717 5.381 -0.0329 0.0597 -0.0178 0.105
H -8.997 -6.954 6.025 -0.0895 -0.0690 -0.0683 0.121
H -11.243 -6.705 5.809 0.0102 -0.0504 -0.0318 0.090
H -11.515 -6.218 4.109 -0.0324 -0.1269 0.0418 0.074
H -11.832 -5.078 5.414 0.0481 0.0195 0.0376 0.086
H -7.589 -5.659 2.838 0.0651 -0.0797 -0.0810 0.066
H -9.180 -5.690 2.641 -0.0340 -0.0559 -0.0704 0.071
C 5.987 -6.385 -3.597 0.0560 -0.1620 0.0595 -0.079
C 4.969 -5.579 -2.793 0.1234 0.1442 -0.2922 -0.432
C 3.519 -5.733 -3.274 -0.1216 -0.0892 0.2340 -0.208
O 3.197 -5.054 -4.473 0.0383 -0.0348 -0.0322 -0.186
C 3.635 -5.674 -5.661 -0.0665 0.1762 -0.0304 -0.116
N 5.393 -4.178 -2.757 -0.2449 -0.0383 0.1224 0.050
H 6.243 -5.900 -4.538 -0.0664 0.0415 -0.0202 0.061
H 6.914 -6.482 -3.031 -0.0054 0.0502 0.0157 0.072
H 5.619 -7.390 -3.815 -0.0051 0.0072 -0.0142 0.073
H 4.995 -5.960 -1.768 -0.1028 0.0177 0.0231 0.135
H 2.869 -5.293 -2.514 0.0022 0.0577 -0.0301 0.119
H 3.240 -6.794 -3.356 0.0962 -0.0231 -0.0666 0.119
H 3.563 -6.765 -5.597 0.0545 -0.0195 0.0189 0.088
H 4.660 -5.386 -5.910 0.0462 -0.1314 -0.0105 0.074
H 2.990 -5.329 -6.469 -0.0463 -0.0004 0.0393 0.086
H 4.786 -3.669 -2.118 0.0986 0.0765 0.0424 0.060
H 5.192 -3.770 -3.666 0.0852 0.0174 -0.0132 0.070
```
Forces are in eV/Å.

Summary:
E_LUMO	1.76	eV
frontier orbital gap	5.829	eV
charge	-1

> Which formula does entry 1 have?

C35H73F10N9O11S

> Among the records above, which one has the lowest frontier orbital gap?

C35H78ClF3N5NbO5P